Formula: C27H76AsF6O11
Source: the OMol25 dataset
Level of theory: ωB97M-V with the def2-TZVPD basis set

Cartesian coordinates (Å):
C -6.278 4.321 0.736
O 4.472 -7.651 -0.691
C 2.272 8.779 -0.464
C 4.645 -5.509 0.467
H -6.610 -3.889 0.813
O 3.705 1.921 -4.677
C -6.844 5.798 0.575
H 5.014 1.910 7.398
H 6.459 1.860 4.976
H 2.060 9.679 1.526
H 5.096 3.996 5.212
H -6.560 2.833 1.987
H 2.093 6.590 -0.844
H -4.436 0.268 -8.792
H 3.255 1.663 -3.869
H 7.284 -0.514 0.187
H -1.030 4.402 5.883
H 4.338 1.091 -6.371
H 1.816 0.707 -5.703
H 8.320 1.017 -2.325
C -1.090 -6.097 -3.820
H 7.809 -0.708 -2.396
H -5.196 -2.952 1.239
F 0.589 0.768 1.699
H -2.423 -4.935 -5.770
O 9.498 -0.160 -1.315
H 5.729 -5.629 0.477
H -7.927 5.779 0.447
H 4.671 0.177 -4.814
C -6.863 -2.627 2.518
H -2.790 4.429 5.688
O -6.423 -1.335 2.823
H -5.555 -0.884 -8.153
C -8.369 -2.662 2.545
H 4.344 -4.890 -0.378
F -1.705 0.083 1.096
H 6.241 0.424 -0.847
H 2.398 -0.607 -4.649
H -1.450 -4.816 6.451
H 4.215 -8.545 -0.453
H 2.624 -0.679 -6.352
C 2.316 7.308 -0.054
H -8.723 -3.586 2.088
C 3.960 0.751 -5.407
H 1.220 8.910 -0.717
H -1.002 -3.159 5.083
H 2.802 8.291 -2.286
H -6.267 0.303 -5.992
H -6.479 -3.270 3.309
H -0.455 -7.601 -6.897
O 3.004 8.931 -1.600
H 4.320 -4.984 1.365
C -1.989 2.446 6.124
H -5.544 1.746 -6.687
O 5.804 2.149 6.907
H -3.459 -0.631 -5.061
H -3.343 0.684 -6.816
C 4.957 0.544 5.426
C -0.299 -7.361 -5.846
H -2.825 1.893 5.696
O -1.563 -5.075 5.533
H -1.775 3.801 4.408
H -0.707 -4.336 3.778
O -0.750 1.823 6.044
H 7.482 1.162 0.138
F 1.219 0.817 -0.789
C 8.180 0.096 -1.761
H 4.646 0.363 4.397
H -1.989 -6.623 -3.498
C 3.923 -6.888 0.367
O -2.116 -5.826 -5.955
H -5.072 1.283 -5.127
H -0.370 -6.614 -3.186
H 3.623 3.105 5.612
H 4.150 -7.400 1.302
H 1.467 -3.995 4.882
H 0.847 -4.126 6.464
H 3.301 7.033 0.324
O -3.950 -1.056 -5.768
H -2.273 2.515 7.174
H 10.105 -0.141 -2.059
H 2.843 -6.790 0.258
H 2.421 10.839 0.273
H -5.196 4.400 0.839
H 3.679 9.825 0.841
C 7.275 0.317 -0.519
H 1.567 7.153 0.722
H 5.690 -0.184 5.774
H -0.525 1.672 5.123
H -0.774 -8.161 -5.277
C -1.886 3.852 5.491
H 4.374 2.936 4.031
H -8.718 -1.806 1.967
H 4.047 0.346 5.992
F -0.712 2.246 0.093
H -5.559 -1.275 2.408
H 0.777 -7.388 -5.672
C -0.888 -6.051 -5.321
H -3.887 -1.340 -8.375
O -6.794 3.761 1.907
H 0.972 -5.557 5.351
C -4.531 -0.524 -8.049
C 0.695 -4.508 5.455
F 0.223 -1.205 0.134
H -6.564 -2.147 0.391
C -4.205 0.037 -6.654
H -6.614 6.422 1.439
C 2.616 9.817 0.599
H -6.524 3.680 -0.111
C 5.540 1.969 5.551
C -0.708 -4.184 4.858
H -1.147 -5.076 -3.442
H -8.768 -2.568 3.555
As -0.265 0.502 0.151
H -6.496 6.260 -0.349
C -5.333 0.855 -6.095
C 4.581 3.042 5.096
F -1.130 0.289 -1.384
H -0.207 -5.261 -5.638
C 2.636 0.015 -5.511
C -6.279 -2.899 1.127

Properties
Gap between HOMO and LUMO = 0.381 Eh
E = -128899.7455 eV
Total charge = -1
Energy above the lowest of the compared OMol25 structures with the same formula, charge and spin = 110.6 kcal per mole
HOMO = -8.323 eV
Lowest unoccupied orbital energy = 0.0751 hartree